(1)
Density functional theory data (ωB97M-V/def2-TZVPD) for 10 unconnected molecules or ions with the total composition C18H56N4O18 in a non-equilibrium geometry.

The geometry in XYZ format:
```
96
C18H56N4O18, DFT ωB97M-V/def2-TZVPD
N -4.3283 1.6285 -0.0718
C -3.6547 0.7046 -0.9543
N -4.2494 -0.5860 -0.9354
O -2.7582 1.0571 -1.7182
H -4.5156 1.2999 0.8415
H -3.8806 2.4874 -0.0147
H -3.9377 -1.3024 -1.5571
H -5.0052 -0.7867 -0.3235
N -1.0349 -0.1489 0.5960
C 0.3179 0.1731 0.6337
N 1.0306 -0.3143 -0.3611
O 0.8199 0.7423 1.6664
H -1.5395 0.6225 0.9761
H -1.3360 -0.3830 -0.3421
H 0.6090 -0.4173 -1.2683
H 2.0320 -0.2502 -0.2547
O 3.4517 0.8913 1.5847
C 4.5339 1.2564 2.4252
C 4.7283 2.7399 2.2182
O 5.7317 3.2979 3.0308
H 2.4925 0.8017 1.8032
H 4.3976 0.9518 3.4785
H 5.3788 0.7295 1.9903
H 3.8212 3.1825 2.6396
H 4.9245 3.0678 1.1766
H 6.6138 3.0241 2.7350
O -1.8465 -2.9531 0.6784
C -1.1875 -3.2316 -0.5368
C -2.0472 -4.1732 -1.2868
O -3.3171 -3.6512 -1.7103
H -1.7928 -2.0426 1.0404
H -1.0246 -2.3307 -1.1688
H -0.1994 -3.6884 -0.3808
H -2.1522 -5.0769 -0.7041
H -1.4695 -4.3823 -2.2361
H -3.8709 -3.8486 -0.9654
O -2.3368 2.1062 4.2818
C -0.9641 1.9230 4.5657
C -0.6356 0.4762 4.8484
O -0.8450 -0.3686 3.7096
H -2.6488 1.3557 3.7183
H -0.2781 2.1833 3.7468
H -0.7129 2.5640 5.3921
H -1.3838 0.0855 5.5635
H 0.3678 0.4140 5.2596
H -0.1976 -0.2753 2.9725
O 4.1725 -2.7110 -2.2472
C 3.3800 -3.7702 -1.8650
C 2.1028 -3.6545 -2.6532
O 1.4723 -2.4039 -2.4657
H 4.4466 -2.0764 -1.5487
H 3.7753 -4.7288 -2.2195
H 3.1765 -3.7331 -0.7697
H 1.3339 -4.3550 -2.3770
H 2.3331 -3.7186 -3.7357
H 2.0690 -1.6715 -2.7286
O -0.2406 3.2224 -1.3957
C 0.5952 3.8319 -0.4274
C 0.4436 5.3841 -0.4100
O -0.9992 5.6417 -0.4403
H -1.0432 3.7645 -1.5575
H 0.3035 3.5256 0.5683
H 1.6147 3.5029 -0.6389
H 0.7219 5.7200 -1.4181
H 1.0111 5.9027 0.3780
H -1.4760 5.5774 0.3811
O -3.3164 -3.1606 2.9449
C -4.5337 -2.4688 3.0358
C -4.2634 -1.0961 3.7084
O -3.4494 -0.3121 2.7774
H -3.1645 -3.5629 2.0835
H -4.9296 -2.2981 2.0345
H -5.2339 -3.0791 3.6004
H -3.6552 -1.4549 4.5572
H -5.1888 -0.5492 4.0036
H -2.5579 -0.6574 2.7583
O 0.3647 -0.7324 -5.3438
C -0.9210 -0.2989 -4.9575
C -1.4223 -0.8034 -3.6340
O -0.6657 -0.1705 -2.6449
H 1.0428 -0.6676 -4.6553
H -0.8912 0.8154 -4.8772
H -1.5240 -0.6882 -5.7481
H -1.2997 -1.8922 -3.5723
H -2.5045 -0.5303 -3.5179
H -1.2573 0.4926 -2.2372
O 2.1754 0.4925 -2.8972
C 2.9810 1.4769 -2.3060
C 4.2990 0.9196 -1.9326
O 4.1921 -0.1002 -0.9618
H 1.3045 0.7231 -2.5687
H 3.1303 2.3097 -3.0095
H 2.4804 1.8596 -1.4511
H 4.7878 1.7855 -1.4956
H 4.6626 0.5756 -2.8869
H 4.0637 0.2673 -0.0184
```

The value obtained for the HOMO energy is -9.541 eV. As for the total energy: -2292.7175 a.u. As for the multiplicity: 1. The orbital gap comes out at 9.813 eV. As for the LUMO energy: 0.272 eV.

(2)
Density functional theory data (ωB97M-V/def2-TZVPD) for 10 unconnected molecules or ions with the total composition C18H56N6O10 in a non-equilibrium geometry.

The geometry in XYZ format:
```
90
C18H56N6O10, DFT ωB97M-V/def2-TZVPD
N 1.5378 3.1693 -5.3769
C 1.1032 2.1047 -4.5775
N 1.9816 1.8042 -3.5598
O -0.0200 1.6261 -4.7353
H 2.4810 3.4981 -5.3496
H 0.9888 3.5208 -6.1332
H 1.7610 1.0374 -2.9365
H 2.8834 2.2203 -3.5536
N -2.3347 -0.0664 -2.8490
C -3.7074 0.1032 -2.7932
N -4.3177 0.3356 -4.0326
O -4.3543 -0.0300 -1.7724
H -1.8207 -0.2763 -2.0126
H -1.7797 0.2120 -3.6333
H -3.8344 0.1816 -4.8881
H -5.3123 0.4195 -4.0735
N -0.3937 0.7352 0.1830
C 0.3291 -0.3087 -0.3832
N 0.9382 -1.1766 0.5158
O 0.3905 -0.4367 -1.6462
H -0.5229 1.5706 -0.4076
H -0.6188 0.7563 1.1518
H 0.8494 -1.0362 1.5213
H 1.3606 -2.0260 0.1952
C 3.3040 -0.2918 3.6810
C 2.0845 -1.0882 4.1073
C 1.8261 -0.9043 5.5808
O 1.0198 -0.5267 3.3416
H 3.1889 0.7556 3.9518
H 3.3704 -0.4034 2.6002
H 4.2052 -0.6713 4.1631
H 2.1841 -2.1543 3.8990
H 0.9398 -1.4503 5.9291
H 1.6456 0.1435 5.8373
H 2.6519 -1.2417 6.2097
H 0.1888 -0.7737 3.7772
C 4.4839 -4.0015 3.2493
C 5.2901 -3.6784 2.0226
C 4.5739 -2.7769 1.0383
O 6.5232 -3.0009 2.3906
H 3.5434 -4.5423 3.1267
H 4.2503 -3.1718 3.9314
H 5.0551 -4.5880 3.9918
H 5.6383 -4.5560 1.4468
H 4.2395 -1.8758 1.5529
H 3.7957 -3.1941 0.3994
H 5.2697 -2.4230 0.2671
H 7.0015 -3.4601 3.0829
C -3.6743 1.9006 1.0862
C -3.7716 3.1230 1.9909
C -4.7291 4.1676 1.4315
O -4.1731 2.7381 3.3381
H -3.0208 1.1510 1.5333
H -3.1743 2.2307 0.1673
H -4.6252 1.4590 0.7849
H -2.7699 3.5640 2.0505
H -4.6716 5.1240 1.9484
H -5.7577 3.7927 1.3830
H -4.5045 4.3815 0.3757
H -4.9326 2.1524 3.2037
C -2.9341 -2.6117 0.2330
C -1.9128 -3.7298 0.0877
C -2.6370 -5.0769 0.0379
O -1.1864 -3.5358 -1.1227
H -3.6182 -2.4084 -0.5872
H -2.3648 -1.6944 0.4554
H -3.5449 -2.7212 1.1347
H -1.2204 -3.6482 0.9324
H -1.9913 -5.9149 0.3389
H -2.9619 -5.3407 -0.9667
H -3.4842 -5.0698 0.7229
H -0.3527 -4.0092 -1.0911
C 0.7644 4.6941 -2.4219
C -0.1639 4.1214 -1.3423
C -1.2214 5.1243 -0.8878
O -0.8739 2.9107 -1.7189
H 1.8081 4.3912 -2.3379
H 0.8021 5.7892 -2.3746
H 0.4645 4.5298 -3.4605
H 0.4791 3.7535 -0.5346
H -2.1576 4.9732 -1.4148
H -0.9207 6.1697 -0.9967
H -1.3661 5.0048 0.1908
H -0.8824 2.6900 -2.6636
O 2.5907 -2.3423 -2.0061
H 2.2106 -3.2230 -1.9078
H 1.8256 -1.7170 -1.9098
O 0.2613 -2.0400 -4.1347
H 0.0496 -1.6259 -3.2763
H 0.4815 -1.2903 -4.7020
```

The value obtained for the HOMO energy is -9.185 eV. As for the total energy: -1800.4496 a.u. As for the multiplicity: 1. The orbital gap comes out at 9.432 eV. As for the LUMO energy: 0.247 eV.

(3)
Density functional theory data (ωB97M-V/def2-TZVPD) for 10 unconnected molecules or ions with the total composition C18H56O10 in a non-equilibrium geometry.

The geometry in XYZ format:
```
84
C18H56O10, DFT ωB97M-V/def2-TZVPD
C 9.0911 -0.7826 13.3545
C 7.6382 -1.1463 13.2903
C 6.7308 0.0131 13.6778
O 7.3628 -1.5622 11.9344
H 9.2360 0.1687 12.8368
H 9.6941 -1.5335 12.8435
H 9.4148 -0.6949 14.3888
H 7.4574 -2.0311 13.9257
H 6.9481 0.5046 14.6183
H 5.6721 -0.2946 13.7314
H 6.7340 0.7413 12.8580
H 6.4061 -1.6700 11.8513
C 4.8546 -2.9789 15.2900
C 5.0295 -4.3397 14.6054
C 6.3171 -4.3912 13.7879
O 5.1533 -5.3747 15.6155
H 4.0801 -3.0057 16.0732
H 4.5841 -2.1421 14.6346
H 5.7757 -2.6735 15.7979
H 4.1668 -4.5311 13.9493
H 6.4743 -5.4080 13.4179
H 7.1790 -4.1042 14.3924
H 6.2853 -3.7140 12.9357
H 4.4244 -5.2843 16.2380
C 5.6268 3.0275 18.0828
C 5.8290 1.9530 19.1274
C 6.7272 0.8815 18.6300
O 6.4272 2.4853 20.3041
H 6.5504 3.3079 17.5929
H 5.1561 3.9138 18.5239
H 4.9211 2.6404 17.3383
H 4.8267 1.5869 19.3864
H 6.2525 0.3519 17.7976
H 6.9231 0.1695 19.4322
H 7.6319 1.3222 18.2159
H 5.8094 3.1381 20.6523
C 0.6311 4.2832 15.3435
C 0.4941 3.2347 16.4037
C -0.1320 1.9481 15.9174
O 1.7539 2.9714 16.9577
H 1.2464 5.1143 15.6831
H -0.3251 4.6317 14.9378
H 1.1906 3.9229 14.4677
H -0.1059 3.6765 17.2035
H 0.6053 1.3651 15.3603
H -1.0483 2.1135 15.3501
H -0.4132 1.3508 16.7911
H 2.1870 2.2650 16.4145
C 1.9193 -0.8023 18.4895
C 2.7021 -2.0404 18.8830
C 3.5921 -1.8003 20.0885
O 1.8393 -3.2021 19.0560
H 1.1680 -1.0048 17.7274
H 2.6277 -0.0850 18.0603
H 1.4239 -0.3889 19.3733
H 3.3179 -2.3458 18.0227
H 4.0041 -2.7376 20.4747
H 2.9907 -1.3541 20.8949
H 4.4662 -1.1823 19.8792
H 1.4134 -3.1643 19.9239
C 4.0186 4.5951 14.5753
C 5.1733 5.5750 14.5024
C 6.2126 5.2144 15.5718
O 5.7163 5.5474 13.1903
H 3.2354 4.7516 13.8303
H 3.5526 4.6012 15.5610
H 4.4024 3.5780 14.4140
H 4.8179 6.5986 14.7186
H 7.1018 5.8421 15.5109
H 6.4745 4.1764 15.3773
H 5.7719 5.3096 16.5583
H 6.1810 6.3709 13.0254
O 1.9870 1.8148 12.7941
H 1.2502 1.2430 12.5361
H 1.6946 2.7099 12.5514
O 2.0448 -1.4154 14.5778
H 1.7834 -2.1787 15.1196
H 1.2103 -1.0636 14.2374
O 3.2554 1.0293 15.3040
H 3.1194 1.2894 14.3576
H 2.9126 0.1057 15.3864
O 4.4684 1.4169 11.3685
H 3.6614 1.8563 11.7139
H 5.2036 1.9918 11.6385
```

The value obtained for the HOMO energy is -9.967 eV. As for the total energy: -1471.7769 a.u. As for the multiplicity: 1. The orbital gap comes out at 9.687 eV. As for the LUMO energy: -0.280 eV.

(4)
Density functional theory data (ωB97M-V/def2-TZVPD) for a molecular structure, C18H58CsN8O15S in a non-equilibrium geometry.

The geometry in XYZ format:
```
101
C18H58CsN8O15S, DFT ωB97M-V/def2-TZVPD
Cs -0.4113 -0.3978 -0.1223
S -3.9818 -1.4680 -2.2683
O -2.5778 -1.1179 -2.2800
O -4.8913 -0.3556 -2.0149
O -4.2689 -2.1985 -3.4921
O -4.2192 -2.3796 -1.1561
C -0.0149 3.6300 -0.4614
O -0.6300 2.9075 0.3263
N -0.3217 4.8927 -0.6358
N 1.0526 3.2966 -1.0756
H -1.1990 5.1607 -0.2132
H 0.0812 5.5069 -1.3290
H 1.3775 2.3419 -1.0202
H 1.4771 3.9165 -1.7507
C -0.8333 1.1238 -3.9328
O -0.2601 1.6845 -4.8418
N -1.9982 1.4055 -3.5212
N -0.3783 0.0105 -3.3884
H -2.4145 0.7950 -2.8327
H -2.4694 2.2268 -3.8727
H 0.5099 -0.3138 -3.7437
H -1.0839 -0.4834 -2.8608
C -1.5399 -4.4428 -0.5933
O -0.6311 -5.1583 -0.2158
N -1.4517 -3.4228 -1.3976
N -2.7547 -4.6393 -0.2534
H -2.2085 -2.7542 -1.4170
H -0.5984 -3.1470 -1.8622
H -2.9695 -5.3273 0.4543
H -3.3271 -3.8205 -0.4021
C -4.7057 2.9470 -1.3228
O -4.5720 4.0977 -0.9803
N -4.0258 1.8900 -0.8890
N -5.6540 2.5019 -2.1189
H -3.5676 2.0214 0.0015
H -4.2324 0.9435 -1.1748
H -5.6002 1.5357 -2.4083
H -6.2206 3.1666 -2.6260
C 3.0001 -0.3378 4.6336
C 3.2066 -1.0979 3.3347
O 4.6352 -1.2265 3.2419
H 3.3201 0.7041 4.6474
H 3.4250 -0.8677 5.4862
H 1.9330 -0.2297 4.8277
H 2.7252 -0.5994 2.4934
H 2.7480 -2.0867 3.3305
H 4.8538 -2.1513 3.1057
C -4.2486 -0.5131 2.9831
C -4.4081 -1.2796 1.6551
O -3.5048 -0.7372 0.7602
H -4.9101 -0.7754 3.8088
H -4.4989 0.5449 2.9053
H -3.2365 -0.5534 3.3858
H -5.4092 -1.3280 1.2265
H -4.2049 -2.3418 1.7912
H -3.6887 -1.1562 -0.0838
C 2.9648 -3.5820 -2.3274
C 2.1427 -2.6752 -1.4669
O 0.9973 -2.4862 -2.3237
H 3.8648 -3.7394 -1.7329
H 3.2084 -3.2538 -3.3379
H 2.5598 -4.5912 -2.4020
H 2.6754 -1.7623 -1.2005
H 1.8173 -3.2197 -0.5805
H 1.2643 -2.3257 -3.2317
C 4.2479 2.2071 -3.5382
C 3.7278 0.9741 -4.3626
O 3.0621 0.0903 -3.5002
H 4.8407 1.8036 -2.7173
H 3.4244 2.8165 -3.1659
H 4.9091 2.7959 -4.1739
H 4.3980 0.5125 -5.0877
H 2.9584 1.3416 -5.0416
H 2.6523 -0.6108 -4.0121
C -0.4836 -3.1527 5.0245
C -0.6280 -2.1616 3.8668
O -0.2010 -2.7887 2.6213
H 0.5104 -3.5984 5.0613
H -1.2962 -3.8784 4.9900
H -0.6015 -2.6145 5.9650
H -0.0047 -1.2681 3.8301
H -1.6566 -1.8118 3.9559
H -0.6887 -3.6144 2.5778
C 3.8838 2.0589 0.1407
C 3.5301 0.7190 -0.3703
O 2.3251 0.9064 -1.0697
H 3.1946 2.2876 0.9537
H 3.7798 2.8827 -0.5653
H 4.8925 2.0572 0.5538
H 3.3939 -0.0181 0.4211
H 4.3795 0.3568 -0.9495
H 2.4208 0.5246 -1.9452
C 1.5006 2.5961 3.6434
C 0.5818 3.7813 3.1524
O -0.6719 3.2053 2.9794
H 1.2044 2.2759 4.6423
H 2.5706 2.7870 3.7260
H 1.3603 1.7172 3.0143
H 0.9514 4.2191 2.2252
H 0.6043 4.5869 3.8863
H -0.7903 3.1065 2.0318
```

The value obtained for the HOMO energy is -5.314 eV. As for the total energy: -2705.7818 a.u. As for the multiplicity: 1. The orbital gap comes out at 6.740 eV. As for the LUMO energy: 1.426 eV. Its net charge is -1.